Entry 1:
The following is a DFT calculation (the ωB97M-V functional and the def2-TZVPD basis) of 2 unconnected molecules or ions with the total composition CHFN5 in a non-equilibrium geometry.

The calculation puts the molar mass at 102.05 g/mol. The spin multiplicity is 3. Its total charge is -1. The calculation puts the relative energy (zero: lowest compared OMol25 entry of this formula, charge and spin) at 39.92 kcal per mole. The HOMO energy (alpha / beta) is -3.4 / -4.3 eV. For the total energy, the calculation gives -11213.976 eV. The expectation value of S² is 2.01. Its LUMO energy (alpha / beta) is 4.357 / 1.492 eV. The HOMO-LUMO gap (alpha / beta) comes out at 7.717 / 5.748 eV.

Structure (XYZ):
```
8
CHFN5 | the OMol25 dataset | the ωB97M-V functional and the def2-TZVPD basis
C -0.2096 0.1165 -0.1344
N -1.0646 -0.9254 -0.2258
N -0.8335 1.3272 0.1263
N -2.2699 -0.3488 -0.0806
N -2.1346 0.9597 0.1660
N 1.9213 -0.1817 -0.3678
F 2.1461 -1.4091 0.3505
H 2.4447 0.4616 0.1658
```


Entry 2:
The following is a DFT calculation (the ωB97M-V functional and the def2-TZVPD basis) of 14 unconnected molecules or ions with the total composition C13H49Cl2FN6O15 in a non-equilibrium geometry.

The calculation puts the molar mass at 619.47 g/mol. The spin multiplicity is 1. Its total charge is 0. The HOMO energy is -9.9 eV. For the total energy, the calculation gives -81687.178 eV. Its LUMO energy is -1.244 eV. The HOMO-LUMO gap comes out at 8.668 eV.

Structure (XYZ):
```
86
C13H49Cl2FN6O15 | the OMol25 dataset | the ωB97M-V functional and the def2-TZVPD basis
C 1.5763 1.1347 -1.6937
C 0.5750 1.8305 -0.6729
Cl 1.0945 3.4144 0.0828
C -0.6967 1.3423 -0.2986
Cl -1.7917 2.1748 0.9174
N -1.1829 0.0746 -0.9289
C -1.4772 0.1602 -2.3887
O -2.2639 1.1048 -2.7377
O -0.9335 -0.6504 -3.3517
C -1.3768 -1.0636 -0.2757
N -1.1004 -1.0671 1.1677
C 0.3556 -1.2770 1.4606
C 1.0498 -2.4681 0.6410
C 1.9413 -3.4178 1.6223
C 2.9339 -2.5879 2.5744
N 2.4199 -2.7412 3.9805
C 3.4441 -2.4014 4.9933
N 4.6168 -2.9784 5.1511
N 3.0668 -1.3209 5.9575
N -1.8870 -2.3019 -0.8474
C -3.3395 -2.5309 -0.5650
C -4.3114 -2.3416 -1.8224
C -4.8760 -0.8343 -1.9110
F -5.4871 -3.1809 -1.5433
H 1.4131 1.4843 -2.7837
H 1.5246 -0.0193 -1.6766
H 2.6795 1.3892 -1.4623
H -1.6628 -1.7889 1.6383
H 0.4214 -1.5069 2.5938
H 0.8874 -0.2606 1.3106
H 1.7499 -1.9905 -0.1468
H 0.3326 -3.1743 0.1075
H 2.5240 -4.1759 0.9813
H 1.1587 -4.0032 2.2445
H 3.9611 -3.0869 2.5249
H 3.0391 -1.4871 2.2634
H 2.1395 -3.7167 4.1540
H 4.6977 -3.7097 4.4231
H 3.9562 -1.1014 6.4379
H 2.4687 -1.7898 6.6616
H -1.6372 -2.4252 -1.8390
H -3.6124 -1.8718 0.3375
H -3.4335 -3.6364 -0.2321
H -3.8723 -2.7294 -2.8030
H -4.7811 -0.2614 -0.9143
H -4.3218 -0.3145 -2.7619
H -5.9934 -0.8239 -2.2040
O 0.1534 6.8729 -0.8387
H 0.1434 5.9815 -0.4701
H -0.4628 6.8231 -1.5836
O 2.2124 -4.2215 -1.6284
H 2.0091 -5.0403 -2.0955
H 2.6163 -3.6631 -2.3023
O -1.5536 5.3935 -2.6783
H -1.5775 4.4942 -2.3302
H -2.1666 5.3692 -3.4234
O -3.7584 3.6133 -3.3087
H -3.9582 3.2828 -2.4245
H -3.1278 2.9689 -3.6615
O 1.6572 2.2842 -4.6128
H 0.7593 2.2740 -4.9740
H 2.2164 2.4628 -5.3807
O 0.4112 -3.4104 -3.2817
H -0.0964 -2.5937 -3.1553
H 0.5490 -3.4511 -4.2368
O -0.4151 8.3501 1.6641
H -0.1965 7.8124 0.8873
H -0.4278 7.7149 2.3921
O 0.5911 0.8445 6.8417
H 0.3890 0.4931 7.7173
H 1.2274 0.2147 6.4769
O 1.5310 -0.1644 -6.3329
H 2.3433 -0.6786 -6.2520
H 1.5764 0.4640 -5.5974
O -6.0859 -3.2474 1.6847
H -6.8205 -3.8729 1.6751
H -5.9419 -3.0427 0.7508
O -0.7816 0.1239 -8.4552
H -0.0231 0.0067 -7.8667
H -0.5581 0.9072 -8.9718
O 0.9780 7.4307 4.2988
H 1.7320 7.3233 4.8910
H 1.1999 8.2134 3.7764
O 5.6345 -1.4909 8.2192
H 5.7807 -2.2784 7.6771
H 6.5034 -1.2997 8.5925
```


Entry 3:
The following is a DFT calculation (the ωB97M-V functional and the def2-TZVPD basis) of 2 unconnected molecules or ions with the total composition H4O2Si in a non-equilibrium geometry.

The calculation puts the molar mass at 64.12 g/mol. The spin multiplicity is 1. Its total charge is 0. The calculation puts the relative energy (zero: lowest compared OMol25 entry of this formula, charge and spin) at 217.64 kcal per mole. The HOMO energy (alpha / beta) is -9.5 / -7.4 eV. For the total energy, the calculation gives -12029.762 eV. Its LUMO energy (alpha / beta) is -0.882 / -1.668 eV. The HOMO-LUMO gap (alpha / beta) comes out at 8.595 / 5.730 eV.

Structure (XYZ):
```
7
H4O2Si | the OMol25 dataset | the ωB97M-V functional and the def2-TZVPD basis
O 2.5156 0.2624 -0.4525
O 2.1476 -0.3190 0.7811
Si -0.8810 -0.3617 0.1409
H 3.3088 0.7285 -0.1236
H -1.3209 -1.1693 -0.9771
H -1.0313 0.8736 -0.4646
H -0.9288 -0.2246 1.5413
```


Entry 4:
The following is a DFT calculation (the ωB97M-V functional and the def2-TZVPD basis) of a molecular structure, C7H9NO3S in a non-equilibrium geometry.

The calculation puts the molar mass at 187.22 g/mol. The spin multiplicity is 3. Its total charge is 0. The calculation puts the relative energy (zero: lowest compared OMol25 entry of this formula, charge and spin) at 39.44 kcal per mole. The HOMO energy (alpha / beta) is -6.0 / -10.2 eV. For the total energy, the calculation gives -25865.940 eV. The expectation value of S² is 2.02. Its LUMO energy (alpha / beta) is 0.520 / -1.444 eV. The HOMO-LUMO gap (alpha / beta) comes out at 6.474 / 8.730 eV.

Structure (XYZ):
```
21
C7H9NO3S | the OMol25 dataset | the ωB97M-V functional and the def2-TZVPD basis
C 0.1172 2.0005 0.3938
C -1.2126 1.6644 0.1102
C -2.8386 -0.3077 -0.2435
C -2.3527 -1.5512 0.3929
C 1.0963 1.1065 0.6181
C -1.2552 -0.6482 0.9762
C 3.0099 -0.3954 -1.0087
N -1.6192 0.3957 0.3308
O -3.7499 0.0844 -0.9057
O 0.4323 -0.7569 -1.2648
O 1.5035 -1.4859 0.7451
S 1.3921 -0.4375 -0.2451
H 0.2036 3.0711 0.6399
H -1.6458 2.3245 -0.5939
H -2.7573 -2.2477 1.1334
H -1.9915 -2.3258 -0.3661
H 2.0655 1.2361 1.0468
H -0.4679 -0.8117 1.5896
H 3.4806 0.6260 -1.1423
H 3.7137 -0.6245 -0.2595
H 2.8761 -0.9167 -1.9471
```


Entry 5:
The following is a DFT calculation (the ωB97M-V functional and the def2-TZVPD basis) of 2 unconnected molecules or ions with the total composition C16H32BBrIN3O5PS in a non-equilibrium geometry.

The calculation puts the molar mass at 627.11 g/mol. The spin multiplicity is 1. Its total charge is +1. The HOMO energy is -11.9 eV. For the total energy, the calculation gives -130758.047 eV. Its LUMO energy is -3.321 eV. The HOMO-LUMO gap comes out at 8.565 eV.

Structure (XYZ):
```
61
C16H32BBrIN3O5PS | the OMol25 dataset | the ωB97M-V functional and the def2-TZVPD basis
C -3.1123 0.9456 3.1799
C -2.8821 2.0761 2.1746
C -3.8233 2.0275 0.9671
C -3.4456 1.0286 -0.1584
N -2.3166 0.1658 0.2135
C -1.3276 -0.1215 -0.5857
N -1.2221 0.3032 -1.8248
C 0.0469 -0.0092 -2.4767
S -0.3214 -1.1910 -3.8133
P 0.8847 1.6069 -3.2154
O 0.0804 2.8024 -2.4825
Br -0.0827 1.8093 -5.1893
C 0.9047 -0.5599 -1.2628
C 1.9008 -1.6889 -1.6109
O 2.1827 -2.4651 -0.4726
C 3.4976 -2.3721 0.0853
C 3.7147 -3.5906 0.9631
B 1.7030 0.7044 -0.6007
O 0.9345 1.7415 -0.1140
O 3.0550 0.7028 -0.4664
C 4.0124 1.2499 -1.3722
C -0.1789 -1.0176 -0.2221
I 0.4228 -0.7564 1.8429
C -0.7049 -2.5096 -0.2462
O -0.5468 -3.1327 -1.4791
C -1.7329 -3.6439 -2.0684
H -2.8528 -0.0442 2.7904
H -2.5237 1.1029 4.0847
H -4.1647 0.9277 3.4820
H -3.0633 3.0216 2.6963
H -1.8373 2.1042 1.8417
H -3.8747 3.0189 0.5064
H -4.8343 1.8004 1.3181
H -3.1707 1.5685 -1.0668
H -4.3076 0.3991 -0.3991
H -2.5644 -0.6133 0.8109
H -1.9307 0.8480 -2.2965
H 0.9022 -1.1029 -4.3510
H -0.8022 2.9984 -2.8238
H 1.4553 -2.3515 -2.3523
H 2.8189 -1.2575 -2.0299
H 4.2204 -2.3267 -0.7390
H 3.5851 -1.4508 0.6727
H 2.7737 -3.8376 1.4662
H 4.4566 -3.3843 1.7373
H 4.0156 -4.4662 0.3847
H 1.3025 2.1080 0.7013
H 3.8840 2.3333 -1.4577
H 3.9304 0.7996 -2.3667
H 4.9964 1.0312 -0.9589
H -1.7724 -2.4972 0.0263
H -0.1689 -3.0668 0.5236
H -2.0050 -4.6100 -1.6291
H -1.5384 -3.7785 -3.1334
H -2.5673 -2.9404 -1.9475
C 1.0998 3.2128 3.8996
C -0.1866 3.3512 4.5679
N -1.1996 3.4635 5.0936
H 1.0381 2.4373 3.1326
H 1.3735 4.1570 3.4311
H 1.8690 2.9388 4.6194
```